The following is a quantum chemistry calculation of C37H50N2O2Si2Y as an isolated structure, from the Open Molecules 2025 dataset.

XYZ file:
```
94
Properties=species:S:1:pos:R:3:forces:R:3:mulliken_charge:R:1
Y -0.349 0.344 -0.843 -0.187 0.431 -0.124 -0.073
C 2.659 0.291 -5.464 0.020 -0.039 -0.073 -1.790
C 2.893 0.369 -3.959 -0.029 0.023 0.045 1.149
C 4.385 0.130 -3.682 0.027 0.015 -0.030 -1.504
C 2.058 -0.617 -3.157 0.073 0.028 0.043 0.828
C 1.192 -1.542 -3.729 -0.015 -0.001 -0.035 -0.234
C 0.682 -2.607 -2.983 0.014 -0.034 -0.027 -1.275
C 1.040 -2.810 -1.655 0.009 0.045 -0.030 1.190
C 0.721 -4.088 -0.938 -0.022 0.020 0.009 -1.125
C 1.801 -1.809 -1.040 -0.041 0.062 0.002 -0.545
C 2.268 -0.722 -1.772 0.173 0.085 0.013 -0.940
H 3.185 1.104 -5.963 0.015 -0.013 0.007 0.387
H 1.611 0.349 -5.758 -0.007 0.039 0.023 0.423
H 3.055 -0.648 -5.859 -0.025 0.019 0.002 0.441
H 2.662 1.381 -3.609 -0.038 -0.021 -0.010 -0.022
H 4.672 -0.883 -3.969 -0.020 0.010 0.004 0.393
H 4.644 0.272 -2.634 -0.010 0.000 -0.008 0.353
H 4.984 0.829 -4.268 -0.004 -0.015 0.010 0.431
H 0.961 -1.494 -4.786 0.015 -0.006 0.044 0.469
H 0.052 -3.340 -3.476 0.017 0.010 0.014 0.405
H 0.548 -3.904 0.120 0.020 -0.034 0.018 -0.052
H 1.567 -4.774 -1.027 -0.013 0.013 -0.013 0.530
H -0.158 -4.576 -1.357 0.002 0.010 0.016 0.338
H 2.066 -1.894 0.008 -0.027 -0.054 -0.015 0.304
H 2.925 -0.003 -1.293 -0.001 -0.051 0.044 0.272
C -3.282 2.499 -1.897 -0.027 0.029 -0.003 -1.232
Si -2.521 2.905 -0.215 -0.054 0.087 -0.199 0.540
C -3.164 4.584 0.305 0.008 -0.095 0.173 -1.199
C -3.089 1.479 0.895 0.163 0.028 -0.089 -0.745
C -0.684 2.648 -0.361 0.134 0.213 0.097 2.870
C -0.274 3.067 -1.728 0.095 -0.122 0.027 -1.499
C -0.209 4.385 -2.190 0.062 0.077 -0.111 -0.613
C 0.101 4.635 -3.512 -0.009 -0.010 0.049 -0.886
C 0.333 3.566 -4.376 0.000 -0.034 0.011 -0.762
C 0.269 2.292 -3.861 -0.040 0.012 -0.022 -1.178
N 0.000 2.042 -2.571 -0.176 0.024 -0.132 0.449
Si 0.514 3.214 0.963 -0.176 0.013 0.247 0.388
C 0.190 2.324 2.586 -0.035 0.053 -0.021 -0.934
C 2.230 2.751 0.326 0.019 -0.056 0.023 -0.890
C 0.466 5.051 1.362 0.091 -0.021 -0.100 -1.140
H -4.369 2.407 -1.815 0.020 0.041 0.028 0.474
H -2.929 1.557 -2.330 0.016 0.012 0.044 0.304
H -3.075 3.281 -2.633 0.004 -0.006 0.042 0.322
H -4.256 4.572 0.365 0.032 -0.017 -0.015 0.407
H -2.889 5.347 -0.428 0.036 -0.050 0.011 0.335
H -2.783 4.903 1.278 -0.013 -0.023 -0.039 0.351
H -4.171 1.376 0.995 0.002 -0.012 -0.036 0.542
H -2.637 1.474 1.890 -0.006 0.010 -0.032 0.402
H -2.677 -0.469 0.686 -0.165 -0.007 -0.033 0.210
H -0.423 5.195 -1.505 0.013 -0.033 -0.001 0.483
H 0.147 5.653 -3.878 -0.003 -0.028 0.002 0.482
H 0.555 3.718 -5.423 -0.012 0.010 0.014 0.511
H 0.425 1.429 -4.492 0.004 0.008 0.023 0.960
H 0.191 1.233 2.515 0.006 0.027 -0.035 0.071
H -0.770 2.630 3.015 0.037 -0.002 -0.038 0.298
H 0.960 2.617 3.307 -0.023 -0.027 -0.026 0.473
H 2.321 1.675 0.119 -0.041 0.010 0.028 0.021
H 2.999 2.971 1.071 -0.024 0.031 -0.015 0.567
H 2.493 3.282 -0.593 -0.031 0.004 0.021 0.281
H -0.518 5.345 1.735 0.037 -0.023 -0.026 0.324
H 0.710 5.694 0.512 -0.013 -0.039 0.015 0.332
H 1.191 5.274 2.150 -0.020 -0.019 -0.026 0.407
C 1.210 -1.229 6.208 -0.008 0.023 0.029 -1.716
C 1.053 -2.202 5.071 0.127 -0.019 -0.047 1.345
C 2.188 -2.742 4.466 -0.013 0.073 0.098 -0.958
C 2.091 -3.643 3.421 -0.068 -0.093 -0.096 -1.006
C 0.837 -4.023 2.965 0.092 0.067 0.088 -0.097
C -0.297 -3.455 3.532 0.023 -0.190 -0.016 -1.007
N -1.570 -3.874 3.019 0.008 0.373 -0.043 0.052
C -2.004 -3.662 1.735 0.105 0.019 0.010 -0.463
C -2.918 -4.564 1.162 0.053 0.077 0.054 -0.831
C -3.349 -4.400 -0.134 -0.015 -0.018 -0.068 -0.984
C -2.872 -3.347 -0.918 -0.073 -0.087 -0.019 -1.549
C -1.973 -2.463 -0.364 -0.062 0.009 -0.011 1.993
C -1.535 -2.557 0.973 -0.128 -0.207 0.249 1.387
C -0.843 -1.458 1.721 -0.276 -0.078 -0.002 -1.508
O -2.573 0.326 0.143 -0.002 0.014 -0.035 -0.616
O -0.147 -0.725 0.932 0.416 -0.166 -0.200 0.004
C -0.212 -2.551 4.594 -0.083 -0.104 -0.137 1.295
C -1.466 -1.942 5.138 -0.075 0.038 0.064 -1.684
H 2.255 -1.147 6.505 -0.016 -0.008 -0.008 0.416
H 0.634 -1.537 7.083 0.013 0.005 -0.016 0.369
H 0.863 -0.231 5.928 0.003 -0.019 0.002 0.299
H 3.166 -2.460 4.838 -0.025 0.005 0.001 0.379
H 2.985 -4.074 2.987 -0.018 0.003 0.005 0.456
H 0.723 -4.772 2.190 0.009 0.037 -0.001 0.712
H -2.104 -4.511 3.585 0.013 -0.089 -0.053 0.269
H -3.269 -5.403 1.752 -0.002 0.013 -0.015 0.453
H -4.057 -5.105 -0.553 0.008 0.017 0.008 0.424
H -3.220 -3.218 -1.935 0.008 -0.008 0.013 0.506
H -1.707 -1.639 -1.042 0.112 -0.293 0.359 -0.065
H -2.167 -1.775 4.320 0.001 0.019 0.026 0.290
H -1.270 -0.988 5.624 -0.007 -0.013 -0.014 0.448
H -1.952 -2.589 5.875 0.025 -0.003 -0.011 0.307
```
Forces are in eV/Å.

Summary:
Gap between HOMO and LUMO (alpha / beta)   0.2444 / 0.2444 Eh
Highest occupied orbital energy (alpha / beta)   -9.448 / -9.448 eV
E_LUMO (alpha / beta)   -2.80 / -2.80 eV
Charge   +1

=====

The following is a quantum chemistry calculation of C40H37IrN4P2SSi as an isolated structure, from the Open Molecules 2025 dataset.

XYZ file:
```
86
Properties=species:S:1:pos:R:3:forces:R:3:mulliken_charge:R:1
Ir 0.263 -0.022 -0.166 -0.372 0.500 0.139 1.862
C 1.702 -3.219 -0.744 0.024 -0.002 -0.018 -1.140
Si 0.349 -2.409 0.246 0.018 0.113 -0.032 0.937
C 0.751 -2.540 2.085 -0.017 -0.073 -0.017 0.522
C 0.524 -3.672 2.864 0.013 0.013 -0.014 -0.921
C 0.969 -3.734 4.181 0.020 0.026 0.024 -0.905
C 1.662 -2.671 4.747 -0.019 -0.030 -0.013 -0.901
C 1.904 -1.530 3.998 -0.017 0.019 0.001 -0.471
C 1.444 -1.476 2.684 0.000 0.053 0.038 0.937
P 1.752 -0.080 1.627 0.138 -0.313 -0.049 0.611
C 3.240 -0.296 0.650 -0.010 0.090 -0.101 0.290
C 4.316 -1.068 1.078 -0.021 -0.039 0.025 -0.759
C 5.359 -1.329 0.201 0.005 -0.002 0.006 -0.751
C 5.318 -0.851 -1.105 0.000 0.002 -0.007 -0.738
C 4.239 -0.095 -1.547 0.000 -0.007 -0.003 -0.932
C 3.206 0.189 -0.667 -0.013 -0.014 0.035 0.234
C 1.724 1.488 2.484 0.072 -0.033 -0.088 0.999
C 0.854 1.695 3.559 -0.012 0.026 0.034 -0.757
C 0.773 2.950 4.142 -0.004 -0.030 0.005 -0.793
C 1.546 3.999 3.653 0.010 0.004 -0.011 -0.614
C 2.421 3.793 2.590 0.002 0.002 0.001 -0.751
C 2.514 2.541 2.003 0.015 0.013 -0.006 -0.779
C -1.309 -3.096 -0.295 0.025 -0.015 0.030 0.591
C -1.729 -4.398 -0.014 0.001 0.019 -0.008 -0.860
C -2.891 -4.908 -0.575 -0.028 0.012 -0.027 -0.996
C -3.654 -4.137 -1.445 0.022 -0.021 0.024 -0.883
C -3.255 -2.848 -1.753 0.013 0.016 0.010 -0.420
C -2.094 -2.337 -1.170 -0.065 0.005 0.019 0.795
P -1.503 -0.712 -1.619 0.202 -0.261 -0.071 0.759
C -2.802 0.513 -1.508 0.057 0.065 -0.065 0.862
C -2.611 1.750 -2.144 -0.027 -0.026 0.019 -1.200
C -3.543 2.763 -1.987 0.011 0.003 -0.010 -0.952
C -4.670 2.549 -1.199 0.000 0.000 0.002 -0.573
C -4.869 1.322 -0.574 -0.004 -0.008 -0.009 -0.841
C -3.936 0.307 -0.718 -0.005 -0.010 -0.026 -0.780
C -0.823 -0.642 -3.278 0.049 -0.016 0.045 0.596
C -1.645 -0.414 -4.386 -0.011 0.012 0.008 -0.444
C -1.097 -0.436 -5.657 -0.002 -0.010 0.004 -0.795
C 0.264 -0.666 -5.829 0.000 0.003 0.001 -0.737
C 1.086 -0.884 -4.731 -0.005 0.000 0.000 -1.169
C 0.544 -0.876 -3.457 0.016 -0.014 -0.012 0.330
H 1.747 -4.274 -0.454 -0.018 0.004 0.023 0.491
H 2.685 -2.786 -0.548 -0.004 -0.005 -0.021 0.310
H 1.501 -3.193 -1.816 0.006 -0.007 0.002 0.469
H -0.006 -4.524 2.459 0.003 0.006 0.001 0.299
H 0.775 -4.621 4.768 0.001 0.003 0.006 0.479
H 2.010 -2.732 5.769 -0.001 -0.002 0.000 0.480
H 2.441 -0.696 4.436 0.000 -0.006 0.003 0.560
H 4.335 -1.474 2.082 0.005 0.001 0.000 0.478
H 6.205 -1.914 0.533 -0.002 0.001 0.006 0.473
H 6.136 -1.066 -1.779 0.000 0.001 -0.003 0.470
H 4.217 0.284 -2.560 -0.003 0.002 0.000 0.528
H 2.397 0.848 -1.006 0.026 0.010 -0.006 0.191
H 0.267 0.875 3.953 -0.012 0.001 -0.010 0.533
H 0.124 3.108 4.993 0.003 0.004 0.000 0.484
H 1.490 4.972 4.122 -0.005 0.000 0.000 0.500
H 3.055 4.600 2.246 0.000 -0.001 -0.001 0.524
H 3.231 2.368 1.207 -0.004 0.006 0.003 0.450
H -1.145 -5.038 0.636 -0.003 0.003 -0.003 0.382
H -3.201 -5.918 -0.340 -0.005 0.001 -0.004 0.462
H -4.554 -4.544 -1.887 -0.001 -0.003 0.004 0.476
H -3.844 -2.250 -2.440 0.000 -0.004 0.000 0.484
H -1.760 1.894 -2.803 -0.003 0.011 -0.015 0.747
H -3.415 3.705 -2.505 0.001 -0.002 -0.004 0.565
H -5.407 3.334 -1.091 -0.001 -0.001 0.003 0.481
H -5.763 1.152 0.011 0.000 0.001 0.001 0.523
H -4.097 -0.649 -0.235 0.005 0.009 0.018 0.484
H -2.706 -0.237 -4.261 0.000 0.009 -0.001 0.472
H -1.732 -0.278 -6.518 0.000 -0.001 0.000 0.471
H 0.683 -0.681 -6.826 0.002 0.000 0.000 0.439
H 2.142 -1.073 -4.872 0.000 -0.003 -0.003 0.522
H 1.186 -1.085 -2.603 -0.002 0.008 -0.002 -0.099
C -0.842 5.261 0.424 0.007 0.000 0.000 -1.598
C -1.361 4.008 1.014 -0.026 -0.008 0.002 0.810
N -2.287 3.898 1.908 0.001 0.047 -0.025 -0.814
N -2.415 2.559 2.135 0.019 -0.021 0.004 0.437
C -1.583 1.831 1.408 0.009 -0.011 0.025 -0.191
S -1.366 0.132 1.424 -0.064 -0.082 0.090 -0.599
N -0.899 2.736 0.679 -0.010 0.019 -0.010 2.020
N 0.061 2.390 -0.281 -0.056 -0.053 0.022 -1.491
H -1.415 6.095 0.819 0.003 -0.001 0.005 0.403
H -0.938 5.257 -0.663 -0.006 0.001 0.000 0.353
H 0.209 5.405 0.684 0.001 0.003 -0.007 0.296
H -3.094 2.231 2.808 0.003 0.002 -0.004 0.214
H 0.923 2.891 -0.064 0.011 -0.021 0.025 0.311
H -0.285 2.685 -1.193 0.039 0.010 -0.010 0.261
```
Forces are in eV/Å.

Summary:
Gap between HOMO and LUMO (alpha / beta)   0.2583 / 0.1931 Eh
Highest occupied orbital energy (alpha / beta)   -16.431 / -16.786 eV
Spin multiplicity   2
E_LUMO (alpha / beta)   -9.40 / -11.53 eV
Charge   +3

=====

The following is a quantum chemistry calculation of C14H17ClNO4PPdS3 as an isolated structure, from the Open Molecules 2025 dataset.

XYZ file:
```
42
Properties=species:S:1:pos:R:3:forces:R:3:mulliken_charge:R:1
Pd 0.168 0.414 0.479 0.135 0.324 0.556 0.544
C -2.115 -5.129 1.941 0.028 -0.004 -0.017 -1.055
C -2.764 -3.878 2.471 -0.045 0.024 0.043 -0.241
O -1.738 -2.834 2.658 0.106 -0.476 -0.446 -0.194
P -1.565 -1.597 1.745 0.025 0.641 0.406 1.045
S -0.085 -0.492 2.562 -0.144 0.034 0.145 -0.320
S -0.853 -1.610 -0.148 -0.018 0.032 -0.193 -0.246
O -2.994 -0.952 1.795 -0.045 0.042 -0.031 -0.376
C -3.414 0.230 1.044 -0.027 -0.018 0.004 0.363
C -4.172 1.140 1.974 0.002 -0.011 0.036 -1.278
H -2.879 -5.894 1.797 0.000 0.001 0.015 0.367
H -1.374 -5.509 2.642 0.004 0.007 -0.007 0.300
H -1.632 -4.947 0.980 -0.018 -0.003 -0.001 0.284
H -3.190 -4.014 3.461 0.012 -0.011 0.009 0.310
H -3.541 -3.492 1.812 0.023 0.023 -0.014 0.321
H -4.023 -0.125 0.216 -0.004 -0.042 0.017 0.302
H -2.538 0.728 0.626 0.061 0.004 -0.012 -0.118
H -5.011 0.616 2.429 -0.005 0.008 -0.009 0.354
H -4.560 1.988 1.409 0.007 -0.002 -0.006 0.398
H -3.522 1.516 2.765 -0.002 -0.012 0.001 0.273
S 3.913 0.453 -2.292 0.013 0.002 -0.008 -0.099
C 4.157 -0.662 -1.020 0.017 0.002 -0.017 -0.165
C 3.079 -0.676 -0.202 -0.048 0.017 0.050 -0.933
N 2.084 0.194 -0.582 -0.090 -0.248 -0.171 0.280
C 2.390 0.849 -1.675 0.023 -0.060 -0.003 -0.172
H 5.060 -1.243 -0.937 -0.004 0.005 -0.004 0.435
H 2.949 -1.284 0.680 -0.006 -0.006 -0.002 0.426
H 1.720 1.563 -2.132 0.001 -0.016 -0.021 0.427
Cl 0.971 3.297 5.292 -0.032 -0.016 -0.010 -0.186
C 0.583 3.200 3.614 0.117 -0.106 0.042 0.356
C -0.556 3.854 3.136 -0.051 0.004 -0.083 -0.571
C -0.869 3.806 1.792 -0.157 -0.163 0.139 -0.761
C -0.067 3.077 0.918 -0.011 0.258 0.028 0.820
C 1.086 2.452 1.403 0.431 -0.287 -0.130 -0.229
C 1.414 2.506 2.760 -0.087 0.187 0.203 -1.020
C -0.432 2.967 -0.533 -0.308 -0.163 -0.082 0.534
O -0.903 3.878 -1.162 0.120 0.026 0.080 -0.586
O -0.234 1.755 -1.004 0.048 -0.306 -0.555 -0.707
H -1.182 4.398 3.829 0.020 0.022 -0.003 0.474
H -1.741 4.314 1.402 0.015 0.027 0.003 0.547
H 1.842 2.065 0.719 -0.113 0.258 0.067 0.575
H 2.320 2.050 3.136 0.008 0.000 -0.021 0.520
```
Forces are in eV/Å.

Summary:
Gap between HOMO and LUMO (alpha / beta)   0.2453 / 0.2400 Eh
Highest occupied orbital energy (alpha / beta)   -12.328 / -12.360 eV
Spin multiplicity   2
E_LUMO (alpha / beta)   -5.65 / -5.83 eV
Charge   +1

=====

The following is a quantum chemistry calculation of C11H11NO as an isolated structure, from the Open Molecules 2025 dataset.

XYZ file:
```
24
Properties=species:S:1:pos:R:3:forces:R:3:mulliken_charge:R:1
C -3.955 -0.606 0.016 -0.284 -2.682 -2.465 -0.853
C -2.394 -0.613 -0.138 -0.436 -2.694 0.999 -0.433
C -0.587 0.921 -0.041 -0.827 -3.731 0.907 -0.020
C -0.292 2.186 0.050 1.848 5.847 -0.753 -0.114
C 1.062 2.671 0.036 2.145 1.503 3.319 -0.366
C 2.175 1.883 0.008 0.805 -0.881 -0.731 -0.560
C 1.943 0.429 -0.101 0.129 1.330 0.638 0.676
C 3.042 -0.511 -0.245 -0.787 1.978 1.637 -0.420
C 2.679 -1.786 -0.204 1.309 -4.645 0.371 -0.234
C 1.322 -2.242 0.154 2.973 -0.598 -0.670 -0.265
C 0.564 -0.091 0.149 1.478 3.550 -1.966 0.362
H -4.222 -1.660 -0.813 0.117 3.266 2.873 0.212
H -4.258 0.364 -0.595 -0.141 -2.078 1.828 0.242
H -4.404 -0.845 1.196 1.409 1.101 -3.871 0.241
H -1.792 -1.155 -0.885 -1.546 -0.097 -1.365 0.458
H -1.957 -1.249 0.625 -0.115 0.628 1.416 0.361
H -0.933 3.123 -0.019 -0.199 -2.102 0.205 0.286
H 1.404 3.672 0.595 -1.688 -1.483 -2.068 0.175
H 3.245 2.397 0.077 -2.397 -1.601 -0.195 0.216
H 4.146 -0.367 -0.047 -1.493 0.843 -0.945 0.258
H 3.661 -2.480 -0.280 -2.976 0.803 0.184 0.182
H 1.114 -3.349 0.257 0.169 1.493 0.073 0.337
N 0.407 -1.368 0.382 -2.111 -1.605 -0.275 -0.395
O -1.969 0.677 -0.178 2.616 1.856 0.856 -0.345
```
Forces are in eV/Å.

Summary:
Gap between HOMO and LUMO   0.3176 Eh
Highest occupied orbital energy   -8.373 eV
E_LUMO   0.27 eV

=====

Strongest force on any atom for every record listed, in sequence, given in Eh/bohr: 0.0095; 0.0124; 0.0148; 0.1201.
Energy relative to the best compared isomer or geometry (same formula, charge and spin) for every record listed, in sequence, given in kJ/mol: 386.4; 0.0; 110.1; 514.4.
Electronic energy for every record listed, in sequence, given in eV: -63051.2995; -88147.9588; -82266.3306; -15117.6374.